Here is a single C21H29N3OS molecule from the Open Molecules 2025 dataset. Energies are from the ωB97M-V functional and the def2-TZVPD basis.

LUMO energy: 0.02197 hartree
E_HOMO: -7.779 eV
Energy above the lowest of the compared OMol25 structures with the same formula, charge and spin: 1.08 kcal per mole
Electronic energy: -1455.3483 hartree
Structure (SMILES): Cc1ncsc1CCC(=O)N1CCC[C@@H](Nc2ccc(C(C)C)cc2)C1

Geometry as ORCA input:
```
! wB97M-V def2-TZVPD RIJCOSX def2/J DEFGRID3
* xyz 0 1
H -3.53 0.96 4.06
C -1.17 2.12 -1.54
C 3.19 -4.95 -2.76
C -5.08 4.43 3.92
N 0.46 -0.25 -1.60
H -2.43 0.97 -2.87
H -1.97 2.68 -1.07
H -0.77 2.72 -2.36
H 3.78 -1.93 0.22
C -2.96 1.61 3.40
H 1.43 -2.61 0.53
C -1.70 0.79 -2.08
S 3.19 -4.50 -1.09
N 3.15 -3.97 -3.58
H 3.69 -0.75 -3.36
C -2.13 1.05 2.45
H 2.02 -1.15 -3.80
H 1.47 1.51 -2.00
C 1.04 0.98 -1.14
C -3.98 3.59 4.57
C 3.06 -1.74 -0.58
H -5.64 3.83 3.21
C 3.11 -2.76 -2.95
C -1.38 1.85 1.59
C -2.32 3.78 2.67
C 3.05 -1.52 -3.77
H -4.66 5.28 3.38
C -3.18 4.44 5.57
H -0.09 0.45 -3.48
H -2.21 0.24 -1.28
N -0.51 1.24 0.70
C 0.60 -1.48 -1.04
C 1.65 -1.66 0.04
H -0.91 -1.04 -2.93
H -0.71 0.25 0.57
H -0.93 3.89 1.07
C -3.07 2.99 3.53
C -0.05 1.88 -0.51
H 3.36 -1.76 -4.78
C -1.49 3.23 1.72
H 3.31 -0.80 -1.07
H -4.46 2.78 5.12
O -0.06 -2.43 -1.43
H -2.40 3.84 6.04
H -2.38 4.86 2.74
H 3.22 -5.98 -3.05
H -2.72 5.28 5.08
H -2.06 -0.03 2.37
C -0.55 -0.05 -2.62
H 1.61 -0.87 0.79
H -5.77 4.81 4.67
H 0.41 2.83 -0.24
H -3.84 4.82 6.35
H 1.82 0.80 -0.41
C 3.13 -2.84 -1.58
*
```

Here is a single C21H29N5O2 molecule from the Open Molecules 2025 dataset. Energies are from the ωB97M-V functional and the def2-TZVPD basis.

LUMO energy: 0.02579 hartree
E_HOMO: -8.794 eV
Energy above the lowest of the compared OMol25 structures with the same formula, charge and spin: 34.90 kcal per mole
Electronic energy: -1241.9079 hartree
Structure (SMILES): Cc1cnn(CCCNC(=O)C[C@@H]2CCN(Cc3ccc(C(N)=O)cc3)C2)c1

Geometry as ORCA input:
```
! wB97M-V def2-TZVPD RIJCOSX def2/J DEFGRID3
* xyz 0 1
C -4.11 -1.03 -1.45
C -1.78 -0.61 -2.10
C 3.01 -1.31 1.67
H 7.25 -3.18 2.04
N -5.93 1.97 0.02
H -6.56 0.14 -0.71
C -5.65 0.58 -0.29
C 2.36 -1.69 -0.64
C -5.59 3.88 0.84
C 5.11 -0.21 0.83
H -7.97 5.63 0.73
N 9.53 -1.94 1.68
H 3.36 -1.67 -1.07
C -4.48 0.44 -1.25
H -8.41 5.01 -0.86
C 4.50 -1.29 1.46
H 1.69 -0.43 -2.29
H -5.43 0.07 0.65
H -3.26 -0.94 -3.32
H 4.82 -3.22 2.35
H 2.76 -0.66 2.53
H -4.96 -1.58 -1.85
O 9.23 -0.45 0.01
H 0.27 0.63 -0.85
H -1.20 -2.03 -0.62
C 8.75 -1.16 0.88
C -6.74 4.01 0.03
N 2.28 -0.82 0.53
H -3.86 -1.49 -0.50
C -1.16 -0.95 -0.76
C 6.48 -0.19 0.65
H -1.79 -0.51 0.02
H -6.99 6.03 -0.68
H 9.17 -2.29 2.55
C 5.29 -2.35 1.89
N -2.99 -1.23 -2.38
H 0.43 -1.61 1.20
H 10.52 -1.80 1.61
H 0.65 0.14 1.46
H -7.67 2.36 -1.15
H -4.72 0.90 -2.21
H 2.69 -2.33 1.95
H 0.80 -1.94 -2.15
H -3.62 0.99 -0.84
C 1.27 -1.14 -1.57
C 6.66 -2.33 1.72
C -6.92 2.75 -0.48
H -5.10 4.64 1.44
H 4.50 0.60 0.48
H 2.13 -2.73 -0.35
H 6.97 0.64 0.15
C -7.57 5.23 -0.20
O -1.28 0.19 -2.87
N -5.11 2.65 0.82
C 0.85 -0.68 0.76
C 0.27 -0.44 -0.63
C 7.27 -1.24 1.11
*
```

Here is a single C21H29N5O2 molecule at a distorted geometry from the Open Molecules 2025 dataset. Energies are from the ωB97M-V functional and the def2-TZVPD basis.

LUMO energy: 0.01760 hartree
E_HOMO: -9.084 eV
Energy above the lowest of the compared OMol25 structures with the same formula, charge and spin: 22.26 kcal per mole
Electronic energy: -1241.9281 hartree
Structure (SMILES): CCCn1cnnc1CNC(=O)[C@H]1CCC(=O)N(CCCc2ccccc2)C1

Geometry as ORCA input:
```
! wB97M-V def2-TZVPD RIJCOSX def2/J DEFGRID3
* xyz 0 1
C 4.52 0.43 -0.35
H 2.36 -2.01 -1.41
C -1.18 0.52 0.35
H -8.68 0.09 1.16
C 0.49 -2.69 -0.64
C 0.03 -1.57 0.27
H 3.38 2.05 -1.20
N 5.85 -0.81 0.78
H -2.94 1.16 1.38
H -1.03 0.34 -2.18
C 4.82 -0.54 1.53
H 3.50 1.39 3.28
C 1.35 -2.15 -1.79
O 1.14 1.37 -1.41
H -5.27 2.41 0.07
C -6.94 -1.01 0.55
N -0.65 -0.61 -0.39
C -5.02 0.29 -0.07
H -0.60 0.59 1.28
N 2.95 0.27 -2.16
H -7.60 2.28 0.85
N 5.66 -0.21 -0.40
H 4.71 1.40 -2.22
H 0.77 -0.85 -3.44
C -7.05 1.38 0.64
C 1.61 2.37 2.97
C 1.62 0.38 -1.92
C 2.69 0.76 1.39
H -1.02 1.43 -0.24
H 2.11 -0.07 1.81
C -3.58 0.37 -0.51
H -2.78 -0.59 1.25
N 3.93 0.24 0.86
C -2.65 0.35 0.71
H -5.08 -1.84 -0.09
H 3.53 2.64 2.03
C -0.65 -0.62 -1.83
C -5.63 -0.94 0.11
H -3.35 -0.48 -1.16
H 2.11 1.20 0.57
O 0.25 -1.55 1.47
H 3.32 -0.56 -2.58
H -3.42 1.29 -1.07
H 4.67 -0.89 2.53
H -0.40 -3.19 -1.04
C -7.65 0.14 0.82
C 3.91 1.14 -1.51
H 1.04 2.83 2.16
H -7.41 -1.98 0.69
H 1.40 -2.90 -2.58
H -1.29 -1.41 -2.22
C 0.78 -0.83 -2.34
H 1.78 3.12 3.74
H 1.05 -3.42 -0.05
C 2.93 1.83 2.46
H 1.01 1.57 3.40
C -5.74 1.45 0.20
*
```

Here is C21H29N5O2S as an isolated structure at a distorted geometry from the Open Molecules 2025 dataset. Energies are from the ωB97M-V functional and the def2-TZVPD basis.

LUMO energy: -0.01339 hartree
E_HOMO: -6.043 eV
Energy above the lowest of the compared OMol25 structures with the same formula, charge and spin: 116.82 kcal per mole
Electronic energy: -1639.9130 hartree

Geometry as ORCA input:
```
! wB97M-V def2-TZVPD RIJCOSX def2/J DEFGRID3
* xyz 0 1
C 0.82 2.63 -2.25
H -4.54 1.87 -0.83
H -5.74 0.53 -0.87
H -5.30 -2.28 3.15
H 1.69 -5.07 1.02
C -0.52 2.00 -0.33
H 2.02 -4.63 -0.67
C -1.92 -0.40 0.81
O -1.71 -1.63 2.86
O -2.95 0.02 -1.32
C 4.44 -1.88 1.07
C -4.22 -2.14 3.22
C -0.61 -0.34 0.46
N 1.15 3.55 -3.24
H 4.93 -1.30 0.27
C 3.18 0.12 1.98
H 2.49 5.04 -3.80
H 0.27 -2.57 2.09
H 0.64 -3.90 0.19
H 4.19 0.43 2.26
H 1.23 -0.68 -1.50
H 1.11 5.63 -2.84
H 2.43 4.71 -2.04
N 2.53 -3.16 0.72
H 4.25 -3.43 -0.46
H 2.79 0.81 1.22
H -1.24 2.25 0.45
H -0.35 4.01 -1.07
C -0.09 0.65 -0.43
C 2.15 -2.02 1.34
N -4.20 0.40 0.59
C 1.68 -4.24 0.30
H -3.70 -3.10 3.18
S -6.40 -0.51 1.82
C 0.87 0.35 -1.43
H -3.98 -1.63 4.15
H 5.15 -1.98 1.89
N -3.82 -1.33 2.08
C 0.51 3.51 -4.54
H 2.54 0.20 2.87
H -5.81 1.71 0.45
H -0.25 4.29 -4.62
H 4.38 -4.04 1.20
C 1.27 1.29 -2.35
H 1.96 1.02 -3.15
C -4.76 -0.48 1.51
H 1.26 3.69 -5.32
N 3.22 -1.24 1.51
C -2.42 -1.14 1.98
H 0.78 -0.90 2.50
C -5.13 1.18 -0.22
H 0.12 -1.27 0.77
C 3.97 -3.23 0.58
C -3.02 0.01 -0.10
C -0.03 2.98 -1.18
C 1.83 4.80 -2.95
H 0.04 2.53 -4.70
C 0.79 -1.68 1.74
*
```

Here is a single C21H29N7O3S molecule at a distorted geometry from the Open Molecules 2025 dataset. Energies are from the ωB97M-V functional and the def2-TZVPD basis.

LUMO energy: 0.00960 hartree
E_HOMO: -8.266 eV
Energy above the lowest of the compared OMol25 structures with the same formula, charge and spin: 0.00 kcal per mole
Electronic energy: -1824.9150 hartree
Structure (SMILES): CCCCn1c(N)c(N(CCC(C)C)C(=O)CSc2nnc3ccccn23)c(=O)[nH]c1=O

Geometry as ORCA input:
```
! wB97M-V def2-TZVPD RIJCOSX def2/J DEFGRID3
* xyz 0 1
H -4.44 0.69 2.21
H -2.70 -1.92 4.16
H -2.27 0.41 3.44
S 3.55 0.10 -0.70
C 2.57 3.56 0.74
H 4.03 -0.59 1.57
C 4.05 4.62 2.27
C -2.94 -0.74 -2.86
C -3.35 -1.44 3.44
C -2.21 -1.83 -3.64
H 4.31 5.43 2.94
N -0.03 0.27 -1.69
O 1.23 -3.18 1.30
H -3.69 -2.19 2.73
C -2.60 -0.33 2.70
C 0.05 -3.35 -2.04
H -0.27 0.52 -2.63
H -0.78 -1.48 2.73
C -3.02 0.59 -3.61
C -3.54 0.36 1.71
H -4.21 -1.04 3.96
H 2.14 5.43 1.69
H -0.34 -0.75 -3.99
H -0.16 0.88 2.19
C -1.36 -0.91 2.01
H -0.28 -2.49 -4.30
C 2.90 1.66 -0.25
C 3.19 -0.75 0.89
C -0.46 0.17 1.42
C 4.68 2.52 1.27
H -3.51 1.34 -3.01
H 5.33 1.68 1.10
H 0.51 0.99 -1.19
H -1.68 -1.59 1.22
H -2.46 -2.81 -3.24
H -2.54 -1.81 -4.68
C 0.18 -1.02 -1.39
N -0.12 -2.00 -2.31
H 5.90 3.56 2.64
H -0.96 0.71 0.61
C 0.62 -1.39 -0.13
N 3.50 2.53 0.61
H -3.59 0.46 -4.53
H 0.67 -4.63 -0.61
H -3.06 1.22 1.25
N 1.52 3.30 -0.01
O 2.05 0.64 2.43
O -0.22 -4.21 -2.86
N 1.73 2.13 -0.60
H -2.45 -0.58 -1.89
N 0.77 -0.40 0.89
C 2.87 4.64 1.59
C -0.68 -1.72 -3.63
H 3.09 -1.81 0.67
C 0.83 -2.76 0.23
C 1.94 -0.14 1.50
C 4.97 3.56 2.10
H -3.82 -0.34 0.92
H -2.03 0.96 -3.88
H -3.96 -1.08 -2.66
N 0.54 -3.65 -0.81
*
```

Here is a single C21H29NO5 molecule from the Open Molecules 2025 dataset. Energies are from the ωB97M-V functional and the def2-TZVPD basis.

LUMO energy: 0.01106 hartree
E_HOMO: -7.431 eV
Energy above the lowest of the compared OMol25 structures with the same formula, charge and spin: 31.17 kcal per mole
Electronic energy: -1248.5853 hartree
Structure (SMILES): CCCCC1=CC2=CC(=O)[C@](C)(OC(=O)CC)C(=O)C2=CN1CCCCO

Geometry as ORCA input:
```
! wB97M-V def2-TZVPD RIJCOSX def2/J DEFGRID3
* xyz 0 1
H -6.10 1.45 -2.96
C 0.28 -1.78 2.56
H -0.01 -3.00 4.29
H 1.52 -2.42 0.92
C 0.80 -2.76 3.60
C 1.83 1.36 1.80
H 1.77 -1.20 4.75
C 1.98 -2.22 4.42
C -1.32 -0.75 -2.51
O -1.52 -1.94 -2.59
C 0.98 0.84 0.67
C 4.12 1.26 3.84
C -4.00 -0.26 -2.99
C 1.31 -1.49 1.46
O -2.62 2.44 -3.85
H 3.47 -3.04 3.47
H -5.43 1.34 -4.59
H 4.91 1.61 4.50
C -6.03 0.82 -3.84
O 3.19 -2.14 3.70
H -0.07 -2.03 -0.61
H 4.25 0.18 3.70
O -3.68 -0.07 -1.83
C -0.39 1.28 -1.31
N 0.81 -0.52 0.51
C 0.06 -0.96 -0.52
H -1.29 0.69 -5.61
H -0.89 -0.97 -5.13
H 3.17 1.43 4.33
C -5.39 -0.52 -3.48
H -0.63 -2.18 2.10
C 3.32 1.35 1.42
H -5.34 -1.16 -4.36
H 1.53 2.38 2.01
H 1.68 0.77 2.70
H 0.11 0.39 -4.55
H 2.24 -1.14 1.91
C -1.02 2.14 -2.16
C -0.90 0.07 -4.81
H 5.23 1.97 2.14
C -0.52 -0.15 -1.44
C -1.88 1.71 -3.21
H 0.00 -0.84 3.05
O -3.13 -0.21 -3.99
H -7.03 0.66 -4.25
H 0.55 2.76 -0.06
H 1.11 -3.69 3.11
H -0.97 3.21 -1.99
C 0.41 1.70 -0.20
H 3.66 0.33 1.24
H 3.91 3.03 2.64
H 3.44 1.90 0.49
C 4.20 1.98 2.50
H 2.11 -2.84 5.32
C -1.82 0.21 -3.59
H -5.96 -1.01 -2.69
*
```

Here is a 3-piece molecular cluster, C21H30ClF13N5O6 overall at a distorted geometry from the Open Molecules 2025 dataset. Energies are from the ωB97M-V functional and the def2-TZVPD basis.

LUMO energy: -0.10400 hartree
E_HOMO: -12.345 eV
Electronic energy: -3301.6034 hartree

Geometry as ORCA input:
```
! wB97M-V def2-TZVPD RIJCOSX def2/J DEFGRID3
* xyz 1 1
F -4.21 7.09 -4.22
H 0.91 -4.69 -1.96
C 0.66 6.26 3.44
F -2.43 7.88 -3.29
C -0.94 0.70 1.07
F -1.77 0.67 3.28
N -4.45 -5.28 0.18
H -0.06 6.45 2.64
C 1.62 5.16 3.04
O -2.03 4.79 -4.65
C -1.38 -0.15 2.31
Cl 1.59 -1.22 -0.62
O -3.35 -2.13 -0.50
H -0.49 4.65 -1.15
O -2.64 5.34 -2.55
C 5.38 -4.59 1.34
C -2.88 7.00 -4.19
F -2.41 -0.95 2.02
H 0.33 -5.33 -0.45
C 3.91 6.48 0.46
C -2.22 -4.81 -0.79
H 2.36 4.97 3.82
H 1.07 4.23 2.87
C -3.03 -5.21 0.49
H -4.88 -4.36 0.23
H 2.87 -3.19 -1.93
C 0.08 -1.99 -0.58
F 2.96 6.68 -0.46
C -2.32 4.02 -2.10
H -1.62 -6.42 1.21
H 1.19 7.19 3.64
H -4.90 -5.86 0.88
H 3.33 -4.86 -1.97
N -0.13 -3.34 -0.71
F -0.35 -0.85 2.77
F -1.51 1.90 1.17
C 3.24 -4.00 -1.31
F -2.67 0.37 -0.48
H -1.58 -5.62 -1.11
O 3.75 6.79 2.85
N -2.56 -6.54 0.86
F -2.41 7.37 -5.38
F 0.37 0.89 1.08
H 5.32 -3.48 -1.49
C 2.19 -4.33 -0.23
C -2.44 5.57 -3.85
N -2.01 -2.38 -0.53
H 4.54 -4.17 1.90
H 6.26 -3.96 1.40
H -3.81 -2.90 -0.85
H -0.60 2.91 -1.42
C 3.31 6.29 1.86
H 2.21 -3.57 0.54
H -2.87 3.88 -1.18
H 0.12 5.98 4.34
H -3.13 -6.85 1.65
H -2.91 -4.65 -1.63
H -0.26 4.00 -2.76
H -2.67 3.28 -2.81
C -1.09 -1.37 -0.47
H 4.50 -2.84 -0.04
C -0.83 3.88 -1.84
F 4.59 5.38 0.10
F -0.70 0.76 -1.26
H 5.64 -5.54 1.80
O 2.27 5.47 1.79
C -1.45 -3.55 -0.67
H 2.47 -5.30 0.16
C 0.81 -4.47 -0.90
C -1.38 0.09 -0.30
H -3.37 -3.50 1.61
H -2.77 -4.77 2.46
C 4.60 -3.71 -0.70
O 5.03 -4.87 0.00
N -2.70 -4.26 1.59
F 4.74 7.51 0.43
*
```

Here is C21H30F3FeO21 as an isolated structure at a distorted geometry from the Open Molecules 2025 dataset. Energies are from the ωB97M-V functional and the def2-TZVPD basis.

<S²>: 8.76
LUMO energy (alpha / beta): 0.01014 / -0.02782 hartree
E_HOMO (alpha / beta): -9.942 / -10.175 eV
Energy above the lowest of the compared OMol25 structures with the same formula, charge and spin: 19.71 kcal per mole
Electronic energy: -3961.6729 hartree

Geometry as ORCA input:
```
! wB97M-V def2-TZVPD RIJCOSX def2/J DEFGRID3
* xyz 0 6
H -1.77 4.68 3.15
O 2.08 -2.28 -4.17
C 0.04 0.38 -0.58
O -5.51 0.06 -2.35
C -4.20 0.21 -1.92
C 2.12 -1.33 -5.25
H -0.55 -1.05 -1.98
H -2.31 -1.40 3.05
H 2.89 -0.98 4.18
O 0.83 4.26 -3.86
C -1.86 -2.39 2.98
H -0.76 0.61 -2.51
O 2.55 -3.47 1.34
C 3.21 -2.26 -3.46
O -0.32 3.06 1.72
H 2.63 -1.37 5.87
F 2.58 0.64 -4.21
H 4.76 1.88 2.18
H -7.21 0.39 -1.13
O -1.33 4.78 -4.18
H -0.07 2.90 -2.51
O -0.79 -2.53 3.91
C 2.13 -1.07 4.96
C 1.58 -4.15 1.56
C 3.25 -0.43 -4.74
C -6.37 0.90 -1.60
Fe 0.47 1.13 1.79
H 2.99 -4.07 3.82
C 2.80 1.18 2.71
O 0.25 6.40 -3.94
O 3.51 -3.02 -2.60
C 0.22 -3.39 -0.24
C -0.08 -0.06 -2.00
H -1.16 3.06 -5.33
H -1.57 -2.67 1.98
H 0.57 2.25 -4.07
C -1.22 3.35 -4.28
H 1.17 -0.85 -5.45
F -6.94 1.77 -2.50
H -5.60 2.62 -0.51
H 2.52 -1.90 -6.10
C -1.31 2.75 2.42
O 0.59 1.49 -0.27
H 1.70 -0.08 5.13
O 0.48 -4.30 0.85
O -4.14 1.27 -1.12
O 3.96 -1.20 -3.81
O -3.32 -0.46 -2.30
O 1.81 1.72 3.27
H -2.99 3.47 3.66
C -5.42 1.55 -0.60
O 0.25 -0.84 2.94
H 4.76 0.57 3.36
H -0.71 -2.83 -0.14
H 2.77 -5.85 3.98
H 4.29 2.16 3.88
C 4.23 1.47 3.04
H 1.51 -4.66 4.48
C -2.30 3.78 2.87
H -3.06 4.07 2.14
C 0.09 3.09 -3.58
O 2.46 0.49 1.70
H 3.91 -0.14 -5.55
O -0.35 -0.25 0.44
H 1.04 -2.73 -0.51
O -1.24 1.59 2.93
O 1.16 -2.04 4.61
C 2.29 -4.90 3.75
F -2.27 2.70 -3.75
C 0.24 -1.74 3.74
H 0.03 -4.08 -1.06
H -2.69 -3.02 3.29
C -0.07 5.26 -4.01
H -5.57 1.14 0.40
H 0.86 -0.28 -2.51
O 1.48 -4.99 2.59
*
```